Molecular formula: C5H7Br
Method: DFT, ωB97M-V/def2-TZVPD

Calculated values
Highest occupied orbital energy = -8.9 eV
Frontier orbital gap = 9.66 eV
Energy above the lowest of the compared OMol25 structures with the same formula, charge and spin = 0.835 eV

XYZ file:
```
13
C5H7Br ωB97M-V/def2-TZVPD
C 0.841 2.163 -0.221
C -0.268 1.705 0.309
C -0.548 0.265 0.195
Br -2.427 -0.115 -0.021
C 0.279 -0.778 0.087
C -0.137 -2.174 0.007
H 1.045 3.227 -0.098
H 1.427 1.432 -0.934
H -1.057 2.404 0.728
H 1.397 -0.448 0.226
H 0.385 -2.727 -0.826
H -1.167 -2.157 -0.195
H 0.232 -2.797 0.742
```



Molecular formula: C5H7Br
Method: DFT, ωB97M-V/def2-TZVPD

Calculated values
Highest occupied orbital energy = -8.9 eV
Frontier orbital gap = 9.92 eV
Energy above the lowest of the compared OMol25 structures with the same formula, charge and spin = 1.834 eV

XYZ file:
```
13
C5H7Br ωB97M-V/def2-TZVPD
C -1.088 -1.501 -0.365
C -0.178 -0.330 -0.141
C 0.241 0.416 -1.138
C 1.091 1.385 0.248
Br 0.647 3.159 0.457
C 0.311 0.308 1.093
H -0.667 -2.517 -0.011
H -1.228 -1.694 -1.441
H -1.980 -1.443 0.149
H 0.269 0.601 -2.193
H 2.126 1.197 0.005
H -0.544 0.736 1.565
H 1.001 -0.316 1.771
```



Molecular formula: C5H7Br3
Method: DFT, ωB97M-V/def2-TZVPD

Calculated values
Highest occupied orbital energy = -9.2 eV
Frontier orbital gap = 9.67 eV
Energy above the lowest of the compared OMol25 structures with the same formula, charge and spin = 2.002 eV

XYZ file:
```
15
C5H7Br3 ωB97M-V/def2-TZVPD
C 0.263 -0.074 1.469
C 1.061 0.040 0.436
C 1.861 1.191 0.144
Br 1.294 -1.495 -0.584
H 0.208 0.862 2.085
H -0.365 -0.885 1.580
H 2.155 1.637 1.115
H 2.811 1.059 -0.378
H 1.321 1.934 -0.588
C -1.776 1.195 -1.782
C -2.226 0.701 -0.801
Br -2.898 -0.016 0.683
H -1.498 1.544 -2.687
Br -1.805 -3.749 -0.601
H -0.408 -3.946 -0.091
```



Molecular formula: C5H7BrN3O2
Method: DFT, ωB97M-V/def2-TZVPD

Calculated values
Highest occupied orbital energy = -14.5 eV
Frontier orbital gap = 8.99 eV
Net charge = +1

XYZ file:
```
18
C5H7BrN3O2 ωB97M-V/def2-TZVPD
C -2.462 -0.653 -0.338
C -1.291 -0.279 0.516
N -0.954 1.135 0.499
C 0.236 1.626 0.355
C 1.369 0.737 0.023
N 2.660 1.383 -0.102
O 3.689 0.754 0.095
O 2.594 2.560 -0.479
C 1.274 -0.574 -0.044
Br 2.701 -1.779 0.025
N -0.044 -1.134 -0.118
H -3.174 0.233 -0.470
H -2.951 -1.528 0.257
H -2.214 -1.014 -1.354
H -1.403 -0.661 1.558
H 0.322 2.682 0.354
H -0.268 -1.378 -1.099
H -0.081 -2.109 0.320
```



Question: Look up the highest occupied orbital energy of the second one.
Answer: -8.9 eV



Question: Number 2 is which compound?
Answer: C5H7Br